[1]
A structure of composition C5H9N3O2. Source: the OMol25 dataset; level of theory: the ωB97M-V functional and the def2-TZVPD basis.

HOMO = -9.0 eV
relative energy (zero: lowest compared OMol25 entry of this formula, charge and spin) = 104.84 kcal/mol
lowest unoccupied orbital energy = 0.51 eV
E = -13892.0351 eV
total charge = 0

Positions of all 19 atoms, in Å:
1 N -1.941517 3.270767 1.258503
2 C -1.380039 2.464196 0.533854
3 C -0.287190 1.455201 0.582302
4 O -0.818305 0.221220 0.157744
5 C 0.047693 -0.775260 -0.006603
6 N 1.266160 -0.797713 0.387288
7 C 1.783389 -2.113172 -0.013208
8 C 0.540187 -2.941942 -0.410999
9 N -0.425288 -1.875403 -0.669412
10 H 0.541259 1.769185 -0.071725
11 H 0.097629 1.379868 1.611267
12 H 2.466159 -1.990234 -0.869555
13 H 2.353741 -2.578571 0.801051
14 H 0.706161 -3.565218 -1.297675
15 H 0.200944 -3.586908 0.415005
16 H -1.417780 -2.070728 -0.636278
17 O -1.368805 3.737429 -0.896367
18 H -0.422282 3.724065 -1.122530
19 H -1.942116 4.273218 0.247337

Cartesian forces, eV/Å:
N 0.4 -1.2 -1.1
C -0.9 3.7 2.1
C 0.1 -0.1 -0.4
O -0.4 -0.1 -0.4
C 1.0 -0.3 0.4
N -0.5 0.3 0.0
C 0.2 0.0 -0.1
C 0.0 -0.3 0.0
N -0.4 -0.3 -0.2
H -0.2 -0.1 0.2
H -0.3 0.1 -0.3
H -0.2 0.0 0.2
H -0.2 0.2 -0.2
H -0.1 0.2 0.2
H 0.1 0.1 -0.2
H 0.2 0.1 0.0
O 0.2 -1.0 0.0
H -0.3 1.1 0.0
H 1.2 -2.3 -0.2

***

[2]
An isolated molecule of C5H9N3O2S3. Source: the OMol25 dataset; level of theory: the ωB97M-V functional and the def2-TZVPD basis.

HOMO (alpha / beta) = -9.0 / -9.0 eV
relative energy (zero: lowest compared OMol25 entry of this formula, charge and spin) = 4.69 kcal/mol
lowest unoccupied orbital energy (alpha / beta) = -2.23 / -2.23 eV
E = -46398.7906 eV
total charge = 0

Positions of all 22 atoms, in Å:
1 C -0.837928 2.428295 -0.872922
2 C -3.420692 -1.049949 0.613840
3 C 1.646031 0.245464 -1.479962
4 C 0.702660 0.362857 1.074720
5 C 1.528682 0.977111 -0.146025
6 N -1.674350 2.404176 0.176344
7 N -2.739723 0.086419 0.182343
8 N -3.064117 -2.077987 -0.186724
9 O -4.091266 -1.158637 1.603020
10 O 1.575022 3.213051 -1.568199
11 S -1.267943 2.324073 -2.436519
12 S -2.776883 1.508325 0.851919
13 S 0.926789 2.818574 -0.338213
14 H 0.671785 0.011675 -1.849315
15 H 2.231493 0.748603 -2.196071
16 H 2.212578 -0.639647 -1.316495
17 H 0.723008 1.106774 1.970055
18 H 1.126218 -0.585448 1.337744
19 H -0.346298 0.148191 0.678945
20 H 2.516011 1.119726 0.237985
21 H -2.405712 -1.926080 -0.954053
22 H -3.681639 -2.832728 -0.282346

Cartesian forces, eV/Å:
C -0.2 -0.8 -0.5
C 0.8 -0.2 0.4
C -0.8 0.2 1.6
C -0.8 1.5 -1.5
C -1.4 0.7 1.4
N -2.2 -0.6 2.1
N 0.6 2.7 0.2
N 1.1 0.3 -1.2
O -1.0 0.2 0.5
O 1.0 1.1 -1.4
S 0.3 0.1 0.5
S 2.0 -0.9 -2.4
S -0.2 -2.1 0.4
H -0.6 -0.3 -0.5
H 0.3 1.2 -0.8
H 0.2 -1.1 0.4
H -0.2 -1.4 -1.6
H 0.3 -0.4 0.4
H 1.2 0.3 0.9
H 0.8 0.5 0.2
H -0.7 0.1 0.5
H -0.7 -1.1 0.2

***

[3]
An isolated molecule of C5H9N3O3. Source: the OMol25 dataset; level of theory: the ωB97M-V functional and the def2-TZVPD basis.

HOMO (alpha / beta) = -9.3 / -9.3 eV
relative energy (zero: lowest compared OMol25 entry of this formula, charge and spin) = 170.89 kcal/mol
lowest unoccupied orbital energy (alpha / beta) = -0.82 / -0.82 eV
E = -15936.1272 eV
total charge = 0

Positions of all 20 atoms, in Å:
1 C -1.534921 0.529239 -0.479509
2 C -1.542516 -0.687088 -1.429709
3 C -0.249457 0.472721 0.305695
4 C 2.203733 0.060453 0.046343
5 C 1.123476 1.072022 -0.059054
6 N -1.013126 -1.824155 -0.786950
7 N -0.254758 -1.636596 0.184143
8 N -0.494423 0.377366 1.793202
9 O 0.322498 -2.359437 0.899866
10 O 0.458746 0.618896 2.495411
11 O -1.639181 0.172765 2.149934
12 H -1.364614 1.414299 -1.199519
13 H -2.365504 0.482010 0.195688
14 H -2.520880 -1.084400 -1.899773
15 H -0.763362 -0.462223 -2.140011
16 H 2.292616 -0.493990 -0.802218
17 H 2.211418 -0.511024 0.870809
18 H 3.136567 0.550200 0.233889
19 H 0.896167 1.417939 -1.081101
20 H 1.097521 1.891004 0.702865

Cartesian forces, eV/Å:
C 2.0 1.3 -1.3
C -0.3 -0.7 -0.5
C -0.7 -3.1 0.8
C 1.3 3.3 -0.1
C -3.7 0.1 0.7
N 0.7 -2.1 1.6
N -2.1 3.7 -2.3
N -0.3 1.3 -1.5
O 1.2 -1.3 1.3
O 0.1 -0.4 0.6
O 0.3 -0.4 0.7
H -1.2 -0.9 1.4
H -0.5 0.6 0.0
H 1.5 1.5 0.7
H -0.3 0.2 -1.3
H 0.2 -1.7 -2.4
H -1.0 -2.4 2.9
H 0.9 0.7 -0.6
H 0.9 0.3 0.3
H 1.0 -0.2 -1.0

***

[4]
The ion C5H9N4O with charge +1. Source: the OMol25 dataset; level of theory: the ωB97M-V functional and the def2-TZVPD basis.

HOMO = -12.0 eV
relative energy (zero: lowest compared OMol25 entry of this formula, charge and spin) = 159.85 kcal/mol
lowest unoccupied orbital energy = -3.89 eV
E = -13325.8605 eV
SMILES = C[N+](C)=N/N=C\C1=C(N)O1
total charge = +1

Positions of all 19 atoms, in Å:
1 C 1.517559 -0.524706 1.021715
2 N 1.867367 0.181143 -0.155804
3 C 3.075478 -0.136511 -0.860817
4 N 1.121509 1.103209 -0.718013
5 N 0.153769 1.554088 -0.155313
6 C -0.997670 1.488711 0.305241
7 C -1.873950 0.440227 0.202963
8 C -2.920689 -0.322020 -0.168431
9 N -4.150710 -0.704459 -0.112667
10 O -1.778981 -0.899100 -0.467484
11 H 0.584990 -1.098056 0.858696
12 H 2.267084 -1.319902 1.110876
13 H 1.551190 0.047586 1.847018
14 H 3.789207 -0.828130 -0.381293
15 H 2.886549 -0.390598 -1.826285
16 H 3.554960 0.894553 -0.947347
17 H -1.432498 2.410823 0.687120
18 H -4.929787 -0.270555 0.366924
19 H -4.285371 -1.626311 -0.607093

Cartesian forces, eV/Å:
C -0.3 -3.6 -2.2
N -1.1 0.6 -0.7
C 2.4 3.3 1.4
N 3.0 -2.1 -0.9
N 1.2 1.4 0.2
C -3.7 0.0 0.6
C -0.5 0.6 0.4
C 0.4 1.6 2.0
N -0.1 -2.5 -1.7
O 0.2 -1.5 -1.3
H 0.1 0.7 0.4
H -0.1 0.3 0.2
H -0.3 2.1 3.0
H -0.9 0.4 0.1
H -0.7 -1.2 -2.7
H 0.2 -1.5 0.0
H 0.1 -0.1 0.4
H 0.4 0.3 -0.2
H -0.4 1.3 1.0